Formula: C8H16N2O5
Source: the OMol25 dataset
Level of theory: the ωB97M-V functional and the def2-TZVPD basis

XYZ file:
```
31
Properties=species:S:1:pos:R:3:forces:R:3
H 4.509 -0.710 0.720 -0.278 0.192 -1.048
C -2.864 0.306 -0.656 -0.218 -0.379 0.291
O 2.715 2.160 -0.509 -0.298 -0.302 0.300
N 0.488 -0.285 0.699 0.664 1.101 -1.042
H 2.347 0.036 1.548 -0.080 -0.048 0.281
C -1.809 -0.626 -0.034 0.222 -0.075 -0.237
O 1.075 2.363 0.994 -0.002 -0.359 0.051
H -2.797 -1.547 1.481 -0.027 -0.087 0.093
C 1.859 0.153 0.583 0.268 -0.061 -0.531
N -2.003 -0.930 1.382 -0.333 1.014 0.334
H 2.839 -2.627 -0.674 -0.267 0.285 0.327
O -0.190 0.762 -1.188 0.091 -0.071 0.116
H -2.267 -0.035 1.854 0.300 -0.957 -0.414
H -1.788 -1.577 -0.597 -0.011 0.286 0.173
C 4.166 -0.477 -0.331 -0.020 -0.900 0.927
H 2.287 -0.456 -1.431 0.112 -0.055 0.125
H 4.702 -1.142 -1.029 -0.214 0.193 0.274
H -4.520 -0.242 0.591 -0.103 -0.065 0.102
H 4.411 0.536 -0.568 0.197 0.571 -0.142
C 2.658 -0.704 -0.426 0.095 0.537 -0.098
H -2.655 0.387 -1.709 0.180 0.040 -0.574
H -4.992 0.501 -0.925 0.004 0.041 -0.096
H -4.426 -1.197 -0.923 0.098 0.621 0.285
C -0.421 0.020 -0.240 -0.465 -0.211 -0.020
H 1.201 3.271 0.705 -0.008 0.416 -0.025
O -2.776 1.578 -0.049 -0.050 0.297 0.188
C 1.937 1.643 0.254 0.214 0.159 -0.292
C -4.288 -0.190 -0.470 0.174 -0.621 -0.154
O 2.332 -2.039 -0.089 0.166 -0.661 -0.264
H -1.958 1.978 -0.366 0.053 0.066 -0.018
H 0.228 -0.910 1.403 -0.467 -0.965 1.086
```
Forces are in eV/Å.

Values from the calculation:
SMILES: C[C@@H](O)[C@H](N)C(=O)N[C@H](C(=O)O)[C@@H](C)O
LUMO energy (eV): 0.71